Record 1
Computed, not measured: a cluster of 10 separate species, C5H32N2O9S in total at a distorted geometry, with ωB97M-V with the def2-TZVPD basis set.

Structure (XYZ):
```
49
Properties=species:S:1:pos:R:3
N -2.26 1.07 -0.14
C -0.91 0.84 -0.70
C -0.93 0.22 -2.07
S -1.50 1.43 -3.29
C -0.16 -0.19 0.23
N 1.22 0.28 0.47
C 1.18 1.25 1.62
C 2.07 -0.87 0.81
H -2.50 2.05 -0.28
H -2.91 0.60 -0.77
H -0.25 1.71 -0.65
H -1.49 -0.73 -2.13
H 0.06 -0.15 -2.36
H -0.75 2.49 -2.93
H -0.75 -0.12 1.18
H -0.30 -1.18 -0.16
H 1.35 0.72 2.58
H 2.07 1.86 1.46
H 0.25 1.82 1.68
H 3.15 -0.65 0.73
H 1.85 -1.35 1.79
H 1.80 -1.64 0.08
H -2.18 1.88 2.63
H -1.53 3.21 3.11
O -1.73 2.31 3.36
H 2.27 -1.36 -3.64
H 3.15 -1.19 -2.48
O 3.11 -0.92 -3.41
H -2.14 -1.02 4.14
H -0.95 -0.28 3.71
O -1.23 -1.21 3.86
H 1.98 3.34 -1.30
H 0.48 3.75 -0.91
O 1.40 4.01 -0.86
H 0.33 -2.63 -1.42
H 0.80 -3.23 -2.74
O 0.61 -2.38 -2.31
H -0.19 -4.27 1.02
H 0.72 -3.26 1.51
O 0.34 -3.54 0.63
H 1.52 -3.02 3.75
H 0.29 -2.02 3.46
O 1.00 -2.57 3.07
H -2.80 -2.36 2.07
H -3.42 -0.85 2.16
O -3.36 -1.75 2.53
H 2.66 1.32 -2.67
H 1.84 1.14 -1.28
O 2.19 1.76 -1.96
```

HOMO energy: -8.91 eV
energy relative to the best compared isomer or geometry (same formula, charge and spin): 2.998 eV
total energy: -37946.6574 eV
charge: 0
SMILES: CN(C)C[C@H](N)CS.O.O.O.O.O.O.O.O.O


Record 2
Computed, not measured: an isolated molecule of C4H8N2O at a distorted geometry, with ωB97M-V with the def2-TZVPD basis set.

Structure (XYZ):
```
15
Properties=species:S:1:pos:R:3
C -1.77 0.15 0.76
N -0.48 0.76 0.32
C 0.40 0.08 -0.74
C 1.54 -0.60 -0.10
O 2.25 0.30 0.75
C -0.39 -0.58 -1.70
N -1.03 -1.12 -2.51
H -1.56 -0.85 1.17
H -2.28 0.75 1.53
H -2.42 0.03 -0.10
H 0.14 0.97 1.12
H -0.38 1.52 -0.37
H 2.17 -1.01 -0.90
H 1.23 -1.41 0.56
H 2.58 1.01 0.19
```

HOMO energy: -7.51 eV
energy relative to the best compared isomer or geometry (same formula, charge and spin): 4.120 eV
total energy: -9302.2733 eV
charge: 0


Record 3
Computed, not measured: an isolated molecule of C4H6IN at a distorted geometry, with ωB97M-V with the def2-TZVPD basis set.

Structure (XYZ):
```
12
Properties=species:S:1:pos:R:3
C 0.57 -1.17 0.52
C -0.26 1.38 0.45
C -0.83 -1.00 0.56
C -0.21 -0.60 -0.67
N -0.22 0.87 -0.70
I 1.00 2.38 -2.43
H 1.19 -0.31 0.83
H 1.08 -2.19 0.33
H -0.12 2.55 0.54
H -0.25 0.88 1.42
H -1.62 -1.74 0.84
H -0.33 -1.07 -1.68
```

HOMO energy (spin up / spin down): -8.46 / -8.86 eV
energy relative to the best compared isomer or geometry (same formula, charge and spin): 4.490 eV
total energy: -13830.6683 eV
charge: 0


Record 4
Computed, not measured: an isolated molecule of C4H5N3, with ωB97M-V with the def2-TZVPD basis set.

Structure (XYZ):
```
12
Properties=species:S:1:pos:R:3
N 1.40 -1.76 -0.02
C 0.93 -0.80 0.74
C 0.21 0.16 -0.22
N -1.17 -0.33 -0.29
C -1.86 0.64 0.15
N -1.18 1.83 0.54
C 0.05 1.54 0.30
H 1.28 -1.73 -1.03
H 1.79 -2.61 0.36
H 0.60 0.22 -1.25
H -2.95 0.63 0.22
H 0.89 2.20 0.48
```

HOMO energy: -8.96 eV
energy relative to the best compared isomer or geometry (same formula, charge and spin): 3.338 eV
total energy: -8696.4742 eV
charge: 0


Record 5
Computed, not measured: an isolated molecule of C5H6O, with ωB97M-V with the def2-TZVPD basis set.

Structure (XYZ):
```
12
Properties=species:S:1:pos:R:3
C 2.31 -0.40 0.24
C 0.97 0.16 0.34
C -0.15 0.61 0.40
C -1.57 0.84 0.14
C -1.92 -0.41 -0.66
O -2.54 -1.34 -0.21
H 2.88 -0.27 1.17
H 2.86 0.07 -0.58
H 2.25 -1.48 0.04
H -1.72 1.75 -0.44
H -2.19 0.88 1.05
H -1.46 -0.44 -1.67
```

HOMO energy: -9.54 eV
energy relative to the best compared isomer or geometry (same formula, charge and spin): 1.778 eV
total energy: -7327.5068 eV
charge: 0
SMILES: CC#CCC=O


Record 6
Computed, not measured: a structure of composition C33H54BrN4O3P2PdSe at a distorted geometry, with ωB97M-V with the def2-TZVPD basis set.

Structure (XYZ):
```
99
Properties=species:S:1:pos:R:3
Pd -0.61 -1.42 0.71
C -2.95 0.93 2.19
P -1.97 -0.56 2.29
C -0.98 -0.42 3.79
C -3.19 -1.83 2.77
C -2.53 -3.20 2.75
P -1.79 -3.43 1.11
C -3.23 -3.68 0.06
C -1.02 -5.06 1.24
H -3.61 0.95 3.06
H -3.55 0.94 1.27
H -2.32 1.82 2.18
H -1.63 -0.39 4.66
H -0.38 0.49 3.76
H -0.28 -1.26 3.84
H -4.02 -1.78 2.06
H -3.59 -1.58 3.75
H -3.23 -4.00 2.98
H -1.72 -3.26 3.48
H -3.83 -4.51 0.45
H -2.90 -3.90 -0.95
H -3.84 -2.78 0.02
H -1.65 -5.70 1.86
H -0.03 -4.97 1.69
H -0.92 -5.50 0.25
C 1.02 -4.38 -1.51
N 0.53 -3.80 -2.76
C 1.11 -4.38 -3.96
C -0.43 -2.84 -2.76
O -1.11 -2.53 -1.77
N -0.70 -2.23 -3.98
C 0.38 -1.43 -4.58
C -1.99 -1.56 -4.05
H 2.10 -4.28 -1.45
H 0.76 -5.45 -1.47
H 0.59 -3.87 -0.67
H 1.10 -5.47 -3.87
H 2.15 -4.07 -4.10
H 0.53 -4.10 -4.83
H 1.34 -1.93 -4.47
H 0.46 -0.45 -4.10
H 0.19 -1.30 -5.64
H -2.78 -2.24 -3.74
H -2.16 -1.27 -5.08
H -2.04 -0.67 -3.41
Br 7.97 -2.16 2.54
C 6.13 -2.11 2.16
C 5.72 -1.89 0.85
C 4.36 -1.83 0.58
C 3.43 -2.00 1.59
C 3.86 -2.24 2.89
C 5.22 -2.30 3.18
C 1.96 -1.89 1.30
O 1.60 -1.58 0.12
O 1.14 -2.09 2.23
H 6.45 -1.75 0.07
H 4.01 -1.65 -0.43
H 3.12 -2.39 3.67
H 5.56 -2.49 4.19
C -5.10 4.08 -1.50
C -3.60 4.29 -1.70
C -2.93 3.10 -2.37
C -1.43 3.23 -2.52
N -0.71 3.31 -1.23
C -0.42 2.27 -0.44
Se -0.84 0.51 -0.93
N 0.21 2.76 0.66
C 0.80 1.96 1.75
C 2.18 1.44 1.42
C 3.22 2.53 1.18
C 4.63 1.95 1.02
C 0.30 4.15 0.56
C 0.84 5.10 1.43
C 0.76 6.42 1.03
C 0.16 6.78 -0.19
C -0.37 5.83 -1.04
C -0.28 4.51 -0.63
H -5.56 4.94 -1.02
H -5.29 3.21 -0.87
H -5.60 3.92 -2.45
H -3.12 4.48 -0.73
H -3.43 5.19 -2.31
H -3.35 2.95 -3.37
H -3.15 2.19 -1.80
H -1.18 4.14 -3.07
H -1.01 2.39 -3.07
H 0.12 1.15 1.93
H 0.81 2.60 2.63
H 2.11 0.79 0.55
H 2.50 0.81 2.26
H 3.21 3.24 2.02
H 2.96 3.10 0.28
H 4.95 1.43 1.93
H 5.36 2.73 0.80
H 4.65 1.23 0.20
H 1.32 4.82 2.36
H 1.17 7.19 1.67
H 0.11 7.83 -0.46
H -0.84 6.11 -1.97
```

HOMO energy: -10.17 eV
energy relative to the best compared isomer or geometry (same formula, charge and spin): 1.422 eV
total energy: -204645.4652 eV
charge: +1


Record 7
Computed, not measured: a structure of composition C40H45F5N4O3RuSbSe at a distorted geometry, with ωB97M-V with the def2-TZVPD basis set.

Structure (XYZ):
```
100
Properties=species:S:1:pos:R:3
Ru 0.12 0.57 -1.18
O 0.42 3.06 3.65
C -0.90 2.93 3.48
C -1.73 3.44 4.48
C -3.10 3.36 4.34
C -3.67 2.76 3.22
C -2.85 2.23 2.25
C -1.46 2.30 2.36
C -0.62 1.72 1.28
O -1.21 0.92 0.42
N 0.65 1.99 1.30
N 1.32 1.44 0.19
C 2.58 1.43 0.24
C 3.43 0.92 -0.81
C 4.82 0.93 -0.56
C 5.73 0.50 -1.50
C 5.26 0.03 -2.73
C 3.92 0.00 -3.01
C 2.95 0.45 -2.07
O 1.70 0.45 -2.42
H 0.86 2.74 2.81
H -1.28 3.90 5.34
H -3.74 3.79 5.11
H -4.75 2.73 3.10
H -3.26 1.76 1.36
H 3.04 1.82 1.15
H 5.17 1.29 0.40
H 6.79 0.52 -1.28
H 5.96 -0.31 -3.49
H 3.55 -0.35 -3.97
C -3.67 -1.07 4.23
C -2.23 -1.59 4.35
C -2.20 -3.04 4.83
C -1.41 -0.68 5.26
Sb -1.40 -1.36 2.29
C 0.70 -2.05 2.27
C 1.46 -1.08 3.19
C 1.27 -1.96 0.85
C 0.76 -3.48 2.80
C -2.59 -2.65 0.96
C -1.66 -3.26 -0.07
C -3.58 -1.69 0.31
C -3.30 -3.73 1.76
H -4.15 -1.11 5.22
H -4.27 -1.67 3.55
H -3.69 -0.03 3.90
H -2.56 -3.06 5.87
H -1.20 -3.46 4.83
H -2.85 -3.68 4.24
H -1.94 -0.55 6.21
H -1.26 0.31 4.83
H -0.43 -1.11 5.49
H 1.40 -0.05 2.82
H 2.51 -1.38 3.22
H 1.08 -1.10 4.21
H 0.88 -1.11 0.25
H 1.08 -2.86 0.27
H 2.35 -1.81 0.91
H 0.49 -3.54 3.86
H 1.80 -3.83 2.71
H 0.12 -4.16 2.24
H -1.07 -2.52 -0.59
H -2.27 -3.78 -0.82
H -0.98 -4.00 0.37
H -3.08 -0.87 -0.20
H -4.27 -1.25 1.04
H -4.18 -2.23 -0.43
H -2.61 -4.39 2.28
H -3.88 -4.35 1.05
H -4.01 -3.32 2.48
F -3.04 0.97 -2.47
C -2.35 -0.02 -3.07
C -1.13 -0.44 -2.57
C -0.59 -1.52 -3.26
F 0.55 -2.12 -2.84
C -1.17 -2.11 -4.37
F -0.59 -3.15 -4.99
C -2.37 -1.62 -4.84
F -2.95 -2.16 -5.91
C -2.97 -0.57 -4.17
F -4.15 -0.11 -4.61
C 0.03 1.88 -5.02
N 1.04 2.59 -4.26
C 0.86 3.09 -3.02
Se -0.69 3.16 -2.03
N 2.06 3.57 -2.62
C 3.04 3.32 -3.58
C 4.41 3.56 -3.61
C 5.09 3.14 -4.74
C 4.43 2.50 -5.79
C 3.06 2.26 -5.75
C 2.39 2.69 -4.62
H -0.94 2.13 -4.61
H 0.19 0.80 -4.93
H 0.08 2.18 -6.06
H 2.20 3.95 -1.70
H 4.91 4.04 -2.78
H 6.16 3.29 -4.80
H 5.00 2.17 -6.66
H 2.55 1.77 -6.57
```

multiplicity: 2
HOMO energy (spin up / spin down): -6.58 / -6.58 eV
energy relative to the best compared isomer or geometry (same formula, charge and spin): 2.410 eV
total energy: -142364.8703 eV
charge: 0


Record 8
Computed, not measured: a cluster of 4 separate species, C3H14NO3S in total at a distorted geometry, with ωB97M-V with the def2-TZVPD basis set.

Structure (XYZ):
```
22
Properties=species:S:1:pos:R:3
C 2.10 0.71 -0.10
N 0.94 -0.14 0.24
C 1.03 -0.89 1.50
C 0.21 -0.31 2.67
S -0.53 1.38 2.53
H 2.31 0.56 -1.16
H 2.93 0.35 0.51
H 1.95 1.77 0.14
H 0.13 0.46 0.35
H 0.60 -1.87 1.30
H 2.07 -0.97 1.76
H 0.77 -0.23 3.60
H -0.58 -1.03 2.94
H -1.85 0.68 0.32
H -1.68 2.12 0.02
O -2.11 1.34 -0.33
H -0.31 -1.74 -1.96
H -0.86 -1.38 -3.34
O -0.11 -1.79 -2.91
H -2.64 -0.25 -2.31
H -1.98 0.99 -2.67
O -2.39 0.23 -3.11
```

HOMO energy: -3.14 eV
energy relative to the best compared isomer or geometry (same formula, charge and spin): 1.466 eV
total energy: -21806.8690 eV
charge: -1


Record 9
Computed, not measured: a structure of composition C4H16AgCl2N6O4 at a distorted geometry, with ωB97M-V with the def2-TZVPD basis set.

Structure (XYZ):
```
33
Properties=species:S:1:pos:R:3
Ag -1.36 -1.10 0.17
Cl -2.32 -2.72 -1.75
Cl -2.47 -2.05 2.45
C -3.47 0.77 -1.47
O -3.25 0.07 -0.25
H -3.80 0.08 -2.24
H -4.18 1.59 -1.32
H -2.61 1.31 -1.88
H -4.07 -0.02 0.24
C 0.57 0.46 -2.20
O -0.07 -0.16 -1.38
N 1.35 1.41 -1.96
N 0.53 0.26 -3.43
H 1.40 1.84 -1.04
H 2.08 1.60 -2.63
H -0.12 -0.41 -3.83
H 1.28 0.72 -3.93
C -0.19 1.42 1.94
O -0.72 0.90 1.01
N 0.90 2.08 1.95
N -0.41 1.09 3.21
H 1.24 2.52 1.11
H 1.48 2.27 2.76
H -1.10 0.38 3.40
H 0.07 1.50 4.00
C 1.86 -1.96 0.89
O 0.70 -1.98 0.75
N 2.50 -1.67 1.94
N 2.69 -2.37 -0.11
H 2.03 -1.13 2.64
H 3.51 -1.64 2.00
H 2.26 -2.83 -0.90
H 3.68 -2.22 -0.14
```

multiplicity: 3
HOMO energy (spin up / spin down): 0.03 / -5.47 eV
total energy: -50581.5044 eV
charge: -1


Record 10
Computed, not measured: a cluster of 3 separate species, C35H51FN2O11 in total at a distorted geometry, with ωB97M-V with the def2-TZVPD basis set.

Structure (XYZ):
```
100
Properties=species:S:1:pos:R:3
C -0.10 -3.02 3.12
C -0.64 -2.20 2.21
C 0.11 -1.84 0.98
C 1.39 -1.30 0.99
F 1.98 -1.06 2.17
C 2.10 -0.97 -0.17
O 3.35 -0.42 -0.02
C 3.35 1.01 -0.17
C 2.75 1.76 1.01
C 3.37 3.17 1.11
O 1.34 1.87 0.82
C 1.56 -1.21 -1.43
C 2.30 -0.90 -2.70
C 0.27 -1.73 -1.44
C -0.44 -2.01 -0.28
C -1.78 -2.51 -0.68
O -2.61 -3.02 0.03
N -1.94 -2.28 -2.08
C -2.70 -1.04 -2.41
C -4.04 -0.95 -1.67
C -4.28 0.43 -1.10
O -3.42 1.26 -0.99
N -5.63 0.74 -0.67
C -6.12 0.01 0.43
C -7.49 -0.03 0.66
C -8.00 -0.73 1.74
C -7.16 -1.41 2.62
C -5.79 -1.34 2.40
C -5.27 -0.64 1.33
C -0.60 -2.09 -2.59
O -0.30 -2.21 -3.75
H -0.74 -3.62 3.75
H 0.97 -3.12 3.25
H -1.61 -1.76 2.36
H 2.85 1.31 -1.10
H 4.41 1.27 -0.24
H 2.97 1.20 1.92
H 3.84 3.32 2.07
H 2.56 3.90 1.04
H 4.05 3.39 0.29
H 0.92 1.68 1.66
H 1.63 -0.41 -3.41
H 2.65 -1.83 -3.14
H 3.16 -0.26 -2.51
H -2.08 -0.16 -2.22
H -2.89 -1.06 -3.48
H -4.85 -1.13 -2.38
H -4.15 -1.70 -0.90
H -6.25 0.68 -1.47
H -8.18 0.47 0.00
H -9.07 -0.76 1.91
H -7.56 -1.96 3.46
H -5.12 -1.85 3.09
H -4.19 -0.63 1.21
C 6.67 -5.62 -2.12
O 6.99 -4.89 -3.29
C 5.87 -4.56 -4.10
C 5.90 -3.13 -4.57
O 5.70 -2.14 -3.57
C 6.69 -1.94 -2.58
C 7.99 -1.35 -3.06
O 8.74 -2.26 -3.85
C 9.30 -1.71 -5.02
H 6.57 -6.68 -2.34
H 7.50 -5.48 -1.42
H 5.76 -5.25 -1.65
H 4.93 -4.75 -3.57
H 5.89 -5.21 -4.99
H 5.06 -3.00 -5.26
H 6.81 -2.92 -5.15
H 6.86 -2.85 -2.00
H 6.24 -1.21 -1.90
H 8.59 -1.09 -2.18
H 7.79 -0.43 -3.62
H 8.60 -1.04 -5.52
H 9.53 -2.53 -5.69
H 10.23 -1.17 -4.79
C -4.78 6.85 4.74
O -3.86 5.83 4.40
C -3.79 4.76 5.32
C -3.78 3.41 4.64
O -4.99 3.03 4.01
C -5.41 3.71 2.83
C -4.56 3.47 1.60
O -3.28 4.08 1.70
C -2.22 3.24 1.28
H -4.35 7.55 5.46
H -5.02 7.39 3.83
H -5.71 6.43 5.15
H -4.63 4.80 6.03
H -2.86 4.85 5.89
H -3.64 2.66 5.42
H -2.93 3.32 3.96
H -5.54 4.78 3.01
H -6.40 3.31 2.62
H -5.09 3.90 0.74
H -4.47 2.39 1.43
H -2.36 2.22 1.63
H -1.30 3.63 1.72
H -2.13 3.24 0.19
```

HOMO energy: -8.52 eV
total energy: -65337.2122 eV
charge: 0
SMILES: C=Cc1c(F)c(OC[C@@H](C)O)c(C)c2c1C(=O)N(CCC(=O)Nc1ccccc1)C2=O.COCCOCCOC.COCCOCCOC


Record 11
Computed, not measured: a cluster of 2 separate species, H4S4 in total at a distorted geometry, with ωB97M-V with the def2-TZVPD basis set.

Structure (XYZ):
```
8
Properties=species:S:1:pos:R:3
S -2.37 2.39 0.97
S -3.11 3.77 -0.47
H -1.05 2.61 0.81
H -2.53 3.24 -1.57
S 1.17 -2.80 0.39
S 3.07 -3.76 0.46
H 1.54 -1.51 0.28
H 3.28 -3.93 -0.86
```

HOMO energy: -9.30 eV
energy relative to the best compared isomer or geometry (same formula, charge and spin): 0.202 eV
total energy: -43405.4015 eV
charge: 0
SMILES: SS.SS